{
  "formula": "C22H19N3O5",
  "method": "the ωB97M-V functional and the def2-TZVPD basis",
  "species": ["O", "C", "N", "C", "C", "C", "C", "C", "C", "N", "C", "O", "C", "H", "H", "O", "C", "O", "C", "C", "C", "C", "C", "C", "N", "H", "C", "C", "C", "C", "C", "O", "H", "H", "H", "H", "H", "H", "H", "H", "H", "C", "H", "H", "H", "H", "H", "H", "H"],
  "xyz": [[-5.64438, -1.59236, -1.25899], [-4.83508, -1.02996, -0.56236], [-3.63588, -1.59063, -0.24163], [-2.71412, -1.01473, 0.62625], [-1.72706, -1.76472, 1.24889], [-0.84954, -1.15348, 2.12644], [-0.97103, 0.19688, 2.40697], [-1.94734, 0.95475, 1.78273], [-2.79880, 0.36267, 0.86215], [-3.80628, 1.06688, 0.17650], [-3.63840, 2.19689, -0.56781], [-4.57923, 2.80845, -1.02389], [-2.20095, 2.62124, -0.86133], [-1.74559, 3.16181, -0.02346], [-2.23181, 3.28733, -1.72970], [-1.42461, 1.47742, -1.17468], [-0.23048, 1.33924, -0.56352], [0.24360, 2.23210, 0.11672], [0.36321, 0.02508, -0.79240], [-0.27203, -0.87665, -1.65284], [0.22871, -2.13919, -1.86345], [1.39424, -2.52502, -1.20772], [2.04235, -1.66080, -0.35906], [1.55079, -0.36555, -0.11995], [2.14428, 0.47227, 0.76045], [1.77968, 1.41828, 0.75794], [3.43762, 0.26078, 1.36829], [4.56186, 0.36636, 0.38222], [5.47324, -0.54233, -0.06971], [6.27006, 0.13636, -1.02422], [5.77922, 1.40228, -1.08357], [4.74904, 1.55152, -0.23674], [6.06453, 2.25661, -1.66433], [7.08851, -0.26708, -1.58363], [5.57619, -1.56211, 0.24070], [3.55654, 1.02738, 2.13885], [3.47725, -0.72093, 1.84929], [2.95014, -1.97824, 0.12615], [1.79929, -3.51330, -1.37045], [-0.27007, -2.82093, -2.53455], [-1.16859, -0.55686, -2.15974], [-5.05627, 0.34307, 0.06790], [-5.74263, 0.92477, -0.55104], [-5.50574, 0.20167, 1.05902], [-2.04370, 2.00645, 2.00269], [-0.30217, 0.66748, 3.10964], [-0.07677, -1.73754, 2.60079], [-1.64739, -2.82019, 1.03697], [-3.46441, -2.53338, -0.56679]],
  "relative_energy_kcal_mol": 33.3,
  "e_tot_ev": -37831.2488,
  "e_lumo_ha": 0.015,
  "total_charge": 0,
  "orbital_gap_ev": 8.58
}

{
  "formula": "C22H19N4O2Tc",
  "method": "the ωB97M-V functional and the def2-TZVPD basis",
  "species": ["Tc", "C", "N", "C", "C", "N", "C", "H", "H", "H", "H", "H", "H", "N", "C", "C", "C", "C", "C", "C", "C", "H", "H", "H", "H", "O", "C", "C", "C", "C", "O", "N", "H", "H", "H", "H", "C", "C", "C", "C", "C", "C", "C", "H", "H", "H", "H", "H"],
  "xyz": [[-0.31574, 0.48632, -1.34814], [4.91079, 1.63369, 0.16950], [3.74876, 1.36055, -0.68223], [3.76357, 1.28739, -2.05560], [2.50074, 0.98117, -2.44168], [1.71934, 0.87391, -1.30477], [2.51265, 1.10228, -0.26083], [5.59725, 0.79104, 0.14018], [4.57539, 1.79203, 1.19029], [5.41560, 2.52786, -0.18567], [4.65440, 1.46729, -2.63229], [2.11175, 0.84647, -3.43734], [2.21679, 1.05953, 0.77557], [-7.08596, -0.47156, -0.32739], [-5.94081, -0.53262, -0.37607], [-4.50523, -0.59656, -0.44023], [-3.76516, -0.66029, 0.75201], [-2.38725, -0.69489, 0.72704], [-1.78384, -0.67411, -0.51981], [-2.47979, -0.71481, -1.72440], [-3.87545, -0.62178, -1.67343], [-4.28682, -0.65227, 1.69993], [-1.80841, -0.69518, 1.64159], [-2.01203, -0.94986, -2.68066], [-4.45652, -0.64191, -2.58546], [0.10779, 1.00776, 2.39485], [-0.26268, 1.86354, 1.63345], [-0.60973, 3.32586, 1.90171], [-0.91760, 3.94396, 0.52073], [-0.76005, 2.76943, -0.39320], [-0.84471, 2.62421, -1.64680], [-0.44092, 1.66104, 0.27212], [0.22325, 3.80438, 2.41398], [-1.46132, 3.36029, 2.58074], [-0.22835, 4.73695, 0.22884], [-1.92422, 4.35502, 0.43785], [0.08298, -1.08366, -0.61684], [0.37983, -2.29933, 0.01029], [0.53639, -2.34951, 1.41160], [0.82851, -3.55686, 2.00378], [0.96407, -4.70343, 1.22010], [0.82098, -4.65305, -0.16515], [0.53895, -3.45493, -0.78326], [0.43474, -1.44242, 1.99847], [0.95302, -3.61498, 3.07630], [1.18888, -5.64910, 1.69589], [0.93555, -5.55069, -0.75684], [0.43063, -3.39818, -1.85872]],
  "relative_energy_kcal_mol": 16.8,
  "e_tot_ev": -35358.3590,
  "e_lumo_ha": [-0.307, -0.307],
  "total_charge": 2,
  "orbital_gap_ev": [7.20, 7.20]
}

{
  "formula": "C22H19NO3S",
  "method": "the ωB97M-V functional and the def2-TZVPD basis",
  "species": ["C", "H", "O", "C", "C", "C", "C", "C", "C", "N", "C", "O", "C", "H", "H", "S", "C", "C", "C", "C", "C", "C", "H", "H", "C", "H", "H", "H", "H", "H", "H", "H", "O", "C", "C", "C", "C", "C", "C", "H", "H", "H", "H", "H", "H", "H"],
  "xyz": [[-2.28321, 1.55664, -2.66499], [-3.03052, 2.06098, -2.05438], [-1.54195, 0.76066, -1.77383], [-0.48410, 0.03949, -2.27169], [-0.12958, -0.01311, -3.60382], [0.96626, -0.79148, -3.96796], [1.68626, -1.49964, -2.99146], [1.34377, -1.45716, -1.65105], [0.25245, -0.68196, -1.29559], [-0.20003, -0.56167, 0.01863], [0.31986, -1.09598, 1.15014], [1.29137, -1.81535, 1.21266], [-0.48088, -0.73599, 2.39265], [-1.42950, -1.27798, 2.38782], [0.08990, -1.01179, 3.27689], [-0.86581, 1.05873, 2.46410], [-1.10054, 1.25941, 4.21980], [-2.30297, 1.77175, 4.68321], [-2.49178, 1.95234, 6.03964], [-1.49400, 1.62233, 6.95079], [-0.29202, 1.12083, 6.46719], [-0.08628, 0.94808, 5.11104], [0.86217, 0.57820, 4.74979], [0.50000, 0.86986, 7.15796], [-1.71526, 1.82466, 8.41816], [-0.91777, 1.36990, 8.99994], [-2.66572, 1.39146, 8.72494], [-1.74581, 2.88949, 8.64882], [-3.43007, 2.34974, 6.39901], [-3.08006, 2.02549, 3.97860], [-0.99517, 0.05975, 0.10849], [1.89911, -1.99978, -0.90636], [2.71792, -2.19981, -3.53687], [2.67898, -1.95434, -4.87399], [3.54154, -2.45968, -5.83011], [3.32455, -2.08337, -7.14369], [2.28047, -1.23033, -7.49298], [1.41944, -0.72533, -6.53902], [1.61766, -1.08885, -5.21294], [0.61097, -0.06429, -6.81203], [2.14529, -0.96111, -8.52996], [3.97932, -2.45945, -7.91527], [4.34773, -3.11971, -5.55333], [-0.67519, 0.52614, -4.36033], [-2.78546, 0.94835, -3.42395], [-1.65132, 2.30389, -3.15470]],
  "relative_energy_kcal_mol": 0.5,
  "e_tot_ev": -41590.8576,
  "e_lumo_ha": 0.024,
  "total_charge": 0,
  "orbital_gap_ev": 8.39
}

{
  "formula": "C22H20BeN6OS",
  "method": "the ωB97M-V functional and the def2-TZVPD basis",
  "species": ["Be", "C", "C", "N", "C", "C", "N", "C", "C", "C", "C", "C", "N", "C", "C", "N", "C", "C", "N", "C", "C", "C", "N", "C", "C", "H", "H", "H", "H", "H", "H", "H", "H", "H", "H", "H", "H", "O", "S", "C", "C", "C", "C", "H", "H", "H", "H", "H", "H", "H", "H"],
  "xyz": [[0.09204, -1.05243, 0.97044], [-3.89968, -1.53716, 1.87138], [-2.53922, -1.81106, 1.76733], [-1.69555, -0.86611, 1.36378], [-2.19333, 0.34084, 1.04399], [-3.55109, 0.58657, 1.14044], [-4.39627, -0.34980, 1.55797], [-1.13796, 1.27618, 0.59541], [-1.24125, 2.61671, 0.30077], [-0.07407, 3.33117, -0.00638], [1.15596, 2.66186, 0.03734], [1.16816, 1.31830, 0.34068], [0.03881, 0.64795, 0.56332], [2.32944, 0.42219, 0.53131], [3.66004, 0.71965, 0.29482], [4.62016, -0.17436, 0.50718], [4.26148, -1.36906, 0.95234], [2.92722, -1.68956, 1.18484], [1.96816, -0.79359, 0.97731], [-0.13882, 4.76805, -0.32937], [-1.18555, 5.27826, -1.08951], [-1.19754, 6.63630, -1.37374], [-0.26661, 7.48008, -0.94013], [0.72694, 6.99019, -0.20587], [0.84227, 5.64583, 0.11901], [-4.59174, -2.29573, 2.21491], [-2.12277, -2.77720, 2.01287], [-3.97015, 1.55008, 0.87583], [-2.19373, 3.12645, 0.34527], [2.07328, 3.19739, -0.16433], [3.96254, 1.69176, -0.07613], [5.04480, -2.09421, 1.13454], [2.63446, -2.66097, 1.56128], [-1.96343, 4.63988, -1.48988], [-1.99075, 7.06089, -1.97770], [1.46611, 7.70145, 0.14342], [1.66447, 5.31468, 0.74110], [-0.00873, -2.51772, 0.34306], [0.71905, -3.25806, -0.81982], [0.89662, -4.97535, -0.24368], [-0.11348, -5.82726, -1.01864], [-0.34376, -5.12280, -2.35394], [-0.59141, -3.66159, -1.99790], [0.74635, -4.94762, 0.83503], [1.92853, -5.25740, -0.45182], [-1.04986, -5.89201, -0.46317], [0.26443, -6.83973, -1.14503], [-1.19348, -5.52606, -2.90182], [0.53102, -5.21659, -3.00121], [-1.52366, -3.52670, -1.44597], [-0.54842, -2.96260, -2.83095]],
  "relative_energy_kcal_mol": 0.0,
  "e_tot_ev": -45352.4102,
  "e_lumo_ha": -0.269,
  "total_charge": 2,
  "orbital_gap_ev": 7.01
}

{
  "formula": "C22H20BrCl3GeN4O2PtS",
  "method": "the ωB97M-V functional and the def2-TZVPD basis",
  "species": ["Pt", "N", "N", "C", "N", "S", "H", "H", "H", "H", "H", "Cl", "C", "Cl", "Cl", "C", "N", "Ge", "C", "C", "C", "C", "C", "C", "C", "C", "C", "C", "C", "C", "H", "H", "H", "H", "H", "H", "H", "H", "H", "H", "H", "Br", "C", "C", "C", "C", "C", "C", "C", "O", "O", "H", "H", "H", "H"],
  "xyz": [[-0.91089, -1.31662, -0.16298], [-2.49696, -2.90138, 1.00731], [-1.77201, -3.69016, 1.89612], [-0.49097, -3.45637, 2.13046], [0.11737, -4.12421, 3.09699], [0.52263, -2.36176, 1.23669], [-2.95627, -2.15699, 1.53569], [-3.18000, -3.46694, 0.51422], [-2.28756, -4.25894, 2.55717], [-0.37080, -4.77538, 3.69376], [1.10312, -3.99638, 3.26818], [-1.61503, -3.99866, -4.78889], [-0.48945, -4.44487, -3.51928], [1.17862, -4.32290, -4.05617], [-0.84220, -6.04121, -2.87110], [-0.65248, -3.47683, -2.41197], [-0.75488, -2.74418, -1.54454], [0.10334, 0.57510, -1.43662], [1.05228, -0.24696, -2.87771], [2.43756, -0.43179, -2.82110], [3.12328, -0.81322, -3.96345], [2.43241, -1.02490, -5.15264], [1.05311, -0.87028, -5.20810], [0.35551, -0.49994, -4.06766], [1.10248, 1.93663, -0.54036], [1.76034, 1.75021, 0.67347], [2.38953, 2.82226, 1.28684], [2.38144, 4.07098, 0.67862], [1.74819, 4.25324, -0.54242], [1.10775, 3.18596, -1.15852], [-1.24156, 1.10657, -1.99487], [2.98075, -0.25852, -1.89931], [4.19741, -0.93901, -3.92929], [2.97477, -1.31806, -6.04210], [0.52254, -1.03573, -6.13689], [-0.72262, -0.38457, -4.11457], [1.76690, 0.77768, 1.15235], [2.89147, 2.68323, 2.23518], [2.88266, 4.90384, 1.15359], [1.75896, 5.22290, -1.02185], [0.61936, 3.33616, -2.11570], [-1.86641, 5.58766, 5.09511], [-1.78302, 3.94572, 4.19360], [-1.37776, 3.91984, 2.86510], [-1.31409, 2.70855, 2.20297], [-1.65767, 1.52962, 2.86757], [-2.07009, 1.57325, 4.19903], [-2.13082, 2.78095, 4.86720], [-1.60395, 0.22596, 2.19391], [-1.99725, -0.81693, 2.68755], [-1.06201, 0.27255, 0.95878], [-1.12103, 4.84144, 2.36221], [-1.00441, 2.68008, 1.16737], [-2.34489, 0.65609, 4.70148], [-2.44674, 2.82726, 5.89955]],
  "relative_energy_kcal_mol": 49.0,
  "e_tot_ev": -211385.2862,
  "e_lumo_ha": -0.325,
  "total_charge": 2,
  "orbital_gap_ev": 4.42
}